Record 1
C14H14N2O3STb | wB97M-V/def2-TZVPD

Values from the calculation:
LUMO energy (alpha / beta)   2.60 / 2.61 eV
E   -57136.7823 eV
Orbital gap (alpha / beta)   5.854 / 5.704 eV
Largest force on an atom   5.292 eV/Å
Multiplicity   7
Net charge   -1

Cartesian coordinates (Å):
C 1.915 -1.106 -3.628
C 0.733 -1.912 -3.769
C 0.683 -2.827 -2.659
C 1.819 -2.564 -1.818
C 2.588 -1.516 -2.423
Tb 0.106 -0.663 -1.701
N 0.078 1.541 -2.109
C -1.257 1.530 -2.868
C -1.721 0.235 -3.308
H -0.114 -3.539 -2.482
H -0.012 -1.816 -4.561
H 2.044 -3.056 -0.887
H 3.511 -1.083 -2.044
H 2.227 -0.315 -4.313
H -1.508 -0.127 -4.321
H -1.082 2.300 -3.687
H 1.111 2.065 -2.047
H -2.453 -0.317 -2.687
H -1.801 1.970 -1.993
O 0.377 -2.143 4.592
S -0.794 -1.543 3.933
O -2.119 -1.817 4.383
N -0.663 -1.692 2.313
C -0.464 -0.596 1.622
O -0.311 -0.537 0.332
C -0.339 0.603 2.494
C -0.093 1.957 2.167
C -0.106 2.890 3.203
C -0.347 2.490 4.521
C -0.559 1.146 4.799
C -0.570 0.210 3.792
H 0.129 2.217 1.113
H 0.089 3.931 2.962
H -0.371 3.259 5.284
H -0.727 0.825 5.795

Record 2
C8H9FIN | wB97M-V/def2-TZVPD

Values from the calculation:
LUMO energy (alpha / beta)   -0.21 / -0.35 eV
E   -20746.1507 eV
Orbital gap (alpha / beta)   8.525 / 7.984 eV
Largest force on an atom   1.328 eV/Å
Energy above the lowest of the compared OMol25 structures with the same formula, charge and spin   90.0 kcal/mol
Multiplicity   1

Cartesian coordinates (Å):
C -1.817 -0.679 -0.224
C -2.172 -1.997 -0.539
C 0.005 -2.627 -0.706
C -0.486 -0.423 -0.180
C 0.497 -1.344 -0.397
C 1.960 -1.057 -0.318
C 0.448 3.138 0.203
C 0.058 2.160 1.252
N -1.269 -2.919 -0.767
F 1.041 1.870 2.133
I -1.832 2.352 2.162
H -2.571 0.063 -0.018
H -3.210 -2.294 -0.591
H 0.695 -3.438 -0.895
H 2.365 -0.891 -1.317
H 2.131 -0.165 0.278
H 2.495 -1.892 0.129
H 0.649 4.132 0.617
H -0.345 3.222 -0.536
H 1.358 2.791 -0.287

Record 3
C6H14N3 | wB97M-V/def2-TZVPD

Values from the calculation:
LUMO energy (alpha / beta)   -4.83 / -5.43 eV
E   -10907.7409 eV
Orbital gap (alpha / beta)   8.502 / 7.371 eV
Largest force on an atom   4.633 eV/Å
Energy above the lowest of the compared OMol25 structures with the same formula, charge and spin   124.4 kcal/mol
Multiplicity   1
Net charge   +1

Cartesian coordinates (Å):
C -0.279 -0.773 -1.418
C -0.702 -1.525 -0.241
C 0.640 0.850 0.205
C -2.151 -1.731 -0.058
C -0.289 2.123 0.311
C 2.103 1.267 0.522
N 0.787 0.078 -0.997
N 0.092 -0.105 1.218
N 0.246 -1.437 0.861
H 0.001 -1.445 -2.138
H -1.135 -0.204 -1.730
H -2.432 -2.329 0.800
H -2.610 -2.018 -0.954
H -2.481 -0.712 0.457
H -1.384 1.726 0.313
H -0.081 2.772 -0.550
H -0.044 2.615 1.193
H 2.793 0.352 0.767
H 2.116 2.092 1.257
H 2.537 1.641 -0.370
H 1.152 0.514 -1.755
H -0.138 -1.944 1.627
H 1.258 -1.805 0.680

Record 4
C7H11N2O2 | wB97M-V/def2-TZVPD

Values from the calculation:
LUMO energy   1.00 eV
E   -14498.5707 eV
Orbital gap   1.933 eV
Largest force on an atom   8.382 eV/Å
Energy above the lowest of the compared OMol25 structures with the same formula, charge and spin   378.0 kcal/mol
Multiplicity   1
Net charge   -1

Cartesian coordinates (Å):
C 0.123 -0.904 0.376
C 1.492 -0.565 0.937
N 1.454 0.371 2.162
C 0.665 1.632 1.881
C 0.835 2.364 3.367
N 1.652 1.431 4.285
C 2.038 0.171 3.543
H -0.657 -1.344 1.163
H -0.199 -0.709 -0.732
H 2.503 -0.934 0.466
H 0.112 1.996 0.915
H 0.366 3.428 3.639
H 1.889 1.633 5.282
H 2.650 -0.778 3.851
O -2.782 -1.631 -5.262
C -1.744 -1.567 -4.417
C -1.986 -0.381 -3.369
O -0.938 -0.300 -2.537
H -0.749 -1.376 -4.857
H -1.539 -2.463 -3.805
H -2.971 -0.587 -2.912
H -2.215 0.513 -3.975

Record 5
C40H46IMnN6O8S3 | wB97M-V/def2-TZVPD

Values from the calculation:
LUMO energy (alpha / beta)   -3.96 / -2.34 eV
E   -139463.3377 eV
Orbital gap (alpha / beta)   4.125 / 8.405 eV
Largest force on an atom   0.919 eV/Å
Energy above the lowest of the compared OMol25 structures with the same formula, charge and spin   44.0 kcal/mol
Multiplicity   6
Net charge   +1

Cartesian coordinates (Å):
Mn 0.323 -0.272 0.642
O -1.990 0.067 0.892
S -2.853 1.305 0.993
C -3.512 1.686 -0.653
C -4.323 0.620 -1.379
C -3.515 -0.620 -1.766
C -2.493 -0.349 -2.868
S -0.934 -1.215 -2.614
O -0.496 -0.731 -1.245
C -1.552 -2.866 -2.333
C -1.770 -3.341 -1.050
C -2.233 -4.639 -0.885
C -2.477 -5.439 -1.992
C -2.250 -4.952 -3.273
C -1.774 -3.662 -3.449
C -4.352 0.750 1.792
C -4.328 -0.476 2.436
C -5.458 -0.898 3.125
C -6.589 -0.099 3.171
C -6.596 1.134 2.530
C -5.476 1.567 1.840
H -2.619 1.987 -1.207
H -4.090 2.600 -0.501
H -4.756 1.087 -2.268
H -5.164 0.315 -0.753
H -4.190 -1.414 -2.086
H -3.003 -0.975 -0.872
H -2.154 0.687 -2.922
H -2.839 -0.623 -3.866
H -1.582 -2.707 -0.192
H -2.408 -5.020 0.113
H -2.841 -6.450 -1.858
H -2.432 -5.581 -4.134
H -1.573 -3.283 -4.445
H -3.440 -1.091 2.391
H -5.450 -1.857 3.627
H -7.466 -0.431 3.710
H -7.476 1.762 2.567
H -5.488 2.535 1.356
I 1.762 -2.742 -0.319
C 3.263 -2.311 1.051
C 4.346 -3.141 1.103
C 5.372 -2.905 2.040
C 5.270 -1.848 2.894
C 4.153 -0.976 2.854
C 4.084 0.120 3.748
C 3.034 0.984 3.701
C 1.993 0.792 2.764
C 2.018 -0.262 1.893
C 3.107 -1.187 1.907
H 4.420 -3.981 0.425
H 6.229 -3.564 2.072
H 6.050 -1.649 3.619
H 4.893 0.264 4.454
H 2.986 1.834 4.369
H 1.180 1.505 2.747
O -0.191 3.489 1.773
C -0.042 2.876 0.736
O 0.374 1.642 0.656
C -0.191 3.528 -0.616
C -0.254 2.703 -1.722
C -0.066 3.212 -3.009
C 0.054 4.598 -3.191
C -0.003 5.393 -2.064
C -0.101 4.908 -0.767
N 0.121 6.860 -2.252
O 0.023 7.557 -1.264
O 0.198 7.275 -3.389
N 0.190 2.319 -4.042
O 0.041 1.044 -3.800
O 0.757 2.725 -5.103
H -0.343 1.639 -1.588
H 0.202 5.017 -4.173
H -0.062 5.566 0.088
C 0.263 -0.640 5.080
N 0.914 -1.826 4.538
C 0.567 -2.457 3.423
S -0.679 -1.869 2.385
N 1.199 -3.588 3.114
C 2.282 -4.171 3.880
H 1.008 -0.046 5.604
H -0.533 -0.921 5.770
H -0.159 -0.054 4.270
H 1.640 -2.237 5.104
H 0.894 -4.029 2.261
H 1.954 -4.443 4.886
H 3.131 -3.484 3.939
H 2.616 -5.074 3.377
N 3.883 1.915 -3.719
C 3.192 2.706 -2.638
C 2.997 1.833 -1.406
N 2.302 0.585 -1.692
C 3.031 -0.170 -2.706
C 3.184 0.608 -4.006
H 4.845 1.727 -3.433
H 3.919 2.472 -4.574
H 2.243 3.014 -3.066
H 3.797 3.591 -2.440
H 2.438 2.400 -0.664
H 3.969 1.589 -0.960
H 1.383 0.784 -2.095
H 2.490 -1.086 -2.938
H 4.007 -0.465 -2.302
H 2.200 0.860 -4.408
H 3.779 0.082 -4.752

Record 6
C4H13N2O | wB97M-V/def2-TZVPD

Values from the calculation:
LUMO energy   -7.81 eV
E   -9370.9260 eV
Orbital gap   5.963 eV
Largest force on an atom   6.345 eV/Å
Energy above the lowest of the compared OMol25 structures with the same formula, charge and spin   245.8 kcal/mol
Multiplicity   1
Net charge   +1

Cartesian coordinates (Å):
C -1.384 1.935 -1.272
C -0.250 1.712 -0.239
C -0.019 0.227 -0.179
C -0.581 -0.885 0.464
N 0.379 -1.735 1.250
N 0.417 -0.159 -1.594
H -0.932 1.639 -2.209
H -1.546 3.017 -1.372
H -2.351 1.566 -0.932
H -0.520 1.956 0.822
H 0.647 2.310 -0.463
H -0.888 -1.658 -0.345
H 0.026 -1.950 2.168
H 0.274 -2.617 0.746
H -2.983 -0.358 1.197
H 1.267 -0.756 -1.507
H -0.273 -0.834 -1.997
H 2.185 -1.123 1.452
H 3.575 -1.501 2.086
O 2.957 -0.785 1.924

Record 7
C19H59IN22O15PS | wB97M-V/def2-TZVPD

Values from the calculation:
LUMO energy   -2.74 eV
E   -112382.1890 eV
Orbital gap   7.559 eV
Largest force on an atom   5.499 eV/Å
Multiplicity   1
Net charge   +1

Cartesian coordinates (Å):
C 2.723 0.938 0.705
C 3.607 0.222 -0.471
N 3.228 -1.211 -0.636
N 2.450 -1.484 -1.775
C 1.170 -0.702 -1.909
C 0.112 -0.957 -0.705
C -1.123 -1.918 -1.087
C -2.498 -1.475 -0.360
O -2.951 -0.221 -0.953
C -3.969 -0.533 -1.897
O -3.784 -0.164 -3.088
C 3.380 -1.390 -2.988
C 3.043 -0.221 -4.021
O 3.471 0.943 -3.989
I 1.727 -0.687 -5.728
P 2.110 -3.274 -1.665
O 1.497 -3.701 -0.126
O 3.570 -4.190 -1.795
S 0.937 -3.916 -3.063
H 1.914 0.258 1.129
H 3.360 1.346 1.552
H 2.182 1.849 0.241
H 3.476 0.882 -1.389
H 4.697 0.266 -0.091
H 2.772 -1.493 0.243
H 1.273 0.430 -1.999
H 0.635 -1.046 -2.874
H -0.343 0.067 -0.419
H 0.623 -1.324 0.264
H -0.878 -2.956 -0.654
H -1.244 -2.059 -2.216
H -2.364 -1.329 0.766
H -3.241 -2.344 -0.487
H -4.931 -1.062 -1.587
H 3.371 -2.366 -3.607
H 4.482 -1.265 -2.665
H 1.830 -4.594 0.134
H 3.661 -4.372 -2.766
C -0.786 2.812 -2.826
O 0.171 2.041 -2.787
N -0.650 4.129 -3.093
N -2.057 2.408 -2.606
H -1.418 4.774 -3.130
H 0.286 4.471 -3.264
H -2.201 1.432 -2.405
H -2.850 3.021 -2.634
C 2.813 5.095 -5.216
O 2.088 5.224 -4.236
N 3.086 6.119 -6.063
N 3.404 3.925 -5.537
H 3.677 6.033 -6.870
H 2.664 7.010 -5.858
H 3.225 3.140 -4.931
H 4.008 3.799 -6.343
C -2.125 -3.276 3.136
O -1.573 -2.897 2.107
N -3.257 -4.016 3.129
N -1.650 -2.987 4.370
H -3.721 -4.334 3.965
H -3.645 -4.254 2.232
H -0.807 -2.437 4.421
H -2.089 -3.288 5.224
C -5.402 -3.383 6.572
O -4.278 -3.817 6.336
N -5.642 -2.476 7.549
N -6.497 -3.772 5.882
H -6.554 -2.109 7.759
H -4.852 -2.160 8.087
H -6.361 -4.447 5.148
H -7.425 -3.427 6.064
C 2.615 0.809 4.781
O 2.698 0.595 3.578
N 3.056 -0.067 5.713
N 2.075 1.941 5.287
H 2.996 0.091 6.705
H 3.466 -0.924 5.379
H 1.735 2.622 4.627
H 1.997 2.135 6.271
C 5.097 2.129 8.015
O 4.693 1.176 8.667
N 6.067 2.964 8.463
N 4.609 2.431 6.788
H 6.412 3.751 7.944
H 6.454 2.771 9.373
H 3.886 1.829 6.425
H 4.923 3.206 6.233
C -1.616 1.857 6.790
O -0.859 2.778 7.055
N -1.490 1.109 5.667
N -2.647 1.502 7.596
H -2.100 0.347 5.430
H -0.734 1.343 5.044
H -2.773 2.035 8.441
H -3.279 0.749 7.396
C 4.901 2.755 -8.808
O 4.771 3.154 -7.655
N 6.107 2.446 -9.341
N 3.853 2.591 -9.645
H 6.235 2.118 -10.281
H 6.913 2.556 -8.747
H 2.939 2.812 -9.284
H 3.936 2.267 -10.591
C -10.281 -4.337 6.500
O -9.520 -3.388 6.354
N -10.485 -4.932 7.699
N -10.985 -4.872 5.474
H -11.104 -5.710 7.840
H -9.979 -4.562 8.487
H -10.860 -4.456 4.566
H -11.613 -5.649 5.572
C 1.376 1.720 -12.131
O 2.164 2.613 -11.848
N 1.479 0.987 -13.266
N 0.331 1.386 -11.334
H 0.844 0.251 -13.517
H 2.243 1.205 -13.885
H 0.220 1.909 -10.480
H -0.325 0.658 -11.548

Record 8
C22H18FeN4OS2 | wB97M-V/def2-TZVPD

Values from the calculation:
LUMO energy (alpha / beta)   -5.85 / -5.93 eV
E   -87162.1759 eV
Orbital gap (alpha / beta)   5.169 / 5.081 eV
Largest force on an atom   4.983 eV/Å
Multiplicity   2
Net charge   +1

Cartesian coordinates (Å):
Fe -0.156 0.436 -2.184
C -0.993 -0.692 2.296
C -1.188 -0.226 0.884
N -0.153 -0.037 0.104
N 1.068 -0.214 0.637
C 2.097 -0.262 -0.132
S 2.054 -0.245 -1.860
S 3.693 -0.367 0.571
C 3.355 -1.549 1.942
C 3.250 -2.901 1.314
C 4.392 -3.680 1.159
C 4.311 -4.930 0.573
C 3.093 -5.399 0.109
C 1.960 -4.609 0.218
C 2.039 -3.365 0.813
C -2.534 -0.034 0.398
C -3.581 0.209 1.298
C -4.887 0.314 0.879
C -5.205 0.102 -0.466
C -4.216 -0.134 -1.384
C -2.851 -0.150 -1.004
O -1.931 -0.274 -1.887
H -0.089 -1.294 2.357
H -1.841 -1.276 2.646
H -0.854 0.166 2.957
H 2.447 -1.216 2.437
H 4.204 -1.481 2.617
H 5.343 -3.300 1.501
H 5.199 -5.535 0.471
H 3.026 -6.376 -0.346
H 1.015 -4.960 -0.165
H 1.152 -2.753 0.886
H -3.352 0.366 2.342
H -5.668 0.547 1.584
H -6.235 0.124 -0.787
H -4.446 -0.291 -2.427
N -0.274 8.013 -1.641
C -0.285 6.870 -1.647
C -0.293 5.452 -1.671
C 0.406 4.766 -2.664
C 0.374 3.386 -2.650
N -0.295 2.679 -1.734
C -0.967 3.340 -0.792
C -0.996 4.721 -0.714
H 0.959 5.297 -3.423
H 0.909 2.814 -3.402
H -1.504 2.731 -0.076
H -1.550 5.216 0.067